Entry from the OMol25 dataset: a molecular structure, C21H45IrN2P3S2 (ωB97M-V/def2-TZVPD).

Properties
Charge = +4
HOMO-LUMO gap (spin up / spin down) = 7.42 / 5.55 eV
Calculated total energy = -2859.88247 hartree
LUMO energy (spin up / spin down) = -0.367 / -0.532 Ha
2S+1 = 6
Relative energy (zero: lowest compared OMol25 entry of this formula, charge and spin) = 0.211 eV

Last column: Mulliken spin population.
CARTESIAN COORDINATES (ANGSTROEM)
Ir: -0.204 -0.350 -0.275  1.919
P: -0.864 -2.317 -1.325  -0.023
P: 1.977 -0.369 -0.847  0.102
P: -0.934 1.011 -1.899  0.140
H: -0.385 0.519 2.373  0.004
C: -1.003 0.678 1.483  0.200
C: -1.980 -0.292 1.095  0.156
H: -2.090 -1.218 1.667  -0.005
C: -0.791 -3.876 -0.390  0.094
C: 0.029 -2.742 -2.864  0.035
C: -2.625 -2.251 -1.798  0.031
C: 2.787 0.881 0.201  0.040
C: 2.998 -1.871 -0.617  0.047
C: 2.468 0.056 -2.566  0.060
C: -2.728 1.329 -1.729  0.056
C: -0.831 0.554 -3.666  0.028
C: 0.060 2.549 -1.801  0.029
H: -1.154 1.725 1.214  0.010
H: -2.886 0.030 0.568  0.030
H: -1.086 -3.717 0.653  -0.011
H: 0.225 -4.287 -0.419  -0.010
H: -1.476 -4.602 -0.849  0.004
H: 1.093 -2.914 -2.667  -0.006
H: -0.071 -1.956 -3.622  -0.005
H: -0.402 -3.666 -3.272  0.007
H: -3.211 -1.855 -0.962  0.001
H: -2.961 -3.275 -2.006  0.004
H: -2.790 -1.637 -2.690  -0.001
H: 3.835 1.006 -0.103  0.012
H: 2.749 0.559 1.248  -0.003
H: 2.269 1.841 0.109  -0.006
H: 3.864 -1.834 -1.294  0.001
H: 2.426 -2.780 -0.843  0.004
H: 3.367 -1.937 0.415  -0.005
H: 3.564 -0.019 -2.636  0.008
H: 2.176 1.072 -2.846  -0.006
H: 2.035 -0.658 -3.279  -0.003
H: -3.051 2.022 -2.518  0.009
H: -2.975 1.770 -0.756  -0.003
H: -3.280 0.385 -1.832  -0.003
H: -1.222 1.394 -4.259  0.008
H: -1.442 -0.332 -3.880  0.000
H: 0.207 0.369 -3.964  -0.004
H: -0.478 3.365 -2.300  0.009
H: 1.034 2.416 -2.283  -0.004
H: 0.226 2.821 -0.751  -0.001
C: -2.823 5.376 0.856  0.294
C: -2.175 6.634 0.896  0.031
C: -2.745 7.683 1.610  0.107
C: -3.975 7.513 2.262  0.235
C: -4.655 6.294 2.152  0.134
C: -4.096 5.233 1.438  0.007
S: -2.076 4.052 -0.002  0.132
H: -1.792 3.068 0.926  0.057
H: -1.221 6.747 0.388  -0.002
H: -2.217 8.638 1.674  0.005
H: -4.399 8.327 2.851  -0.002
H: -5.620 6.165 2.642  0.006
H: -4.611 4.281 1.339  -0.003
S: 0.512 -1.912 1.915  1.021
C: 1.867 -2.925 2.262  -0.080
N: 2.979 -2.399 2.837  0.052
C: 3.947 -3.262 3.518  0.002
C: 4.233 -4.448 2.621  0.003
C: 2.955 -5.181 2.264  0.004
N: 1.856 -4.246 2.004  0.028
H: 2.827 -1.464 3.215  0.009
H: 3.532 -3.606 4.477  0.002
H: 4.841 -2.668 3.712  0.002
H: 4.907 -5.139 3.135  0.000
H: 4.741 -4.112 1.709  0.000
H: 2.658 -5.843 3.087  0.001
H: 3.095 -5.798 1.370  0.002
H: 0.987 -4.605 1.621  0.002

Atomic forces in eV per Å
Ir -1.3 -1.0 -0.8
P -0.5 -1.1 -0.6
P 3.1 -0.2 0.3
P -0.6 1.5 -2.2
H -0.3 0.1 -0.3
C -0.7 -0.6 0.4
C 0.5 0.7 1.3
H 0.0 0.3 -0.1
C 0.2 -0.1 0.2
C 0.0 0.1 0.0
C 0.0 0.0 0.1
C 0.1 0.1 -0.1
C 0.0 -0.2 0.1
C -0.4 0.1 -0.2
C -0.1 0.3 0.1
C 0.0 0.1 -0.1
C -0.5 0.3 0.0
H 0.2 -0.6 0.2
H 0.5 -0.2 -0.1
H -0.2 -0.1 -0.1
H -0.1 0.1 -0.1
H 0.2 0.1 0.2
H -0.2 0.0 0.0
H 0.0 -0.2 0.2
H 0.1 0.2 0.1
H 0.0 -0.1 -0.2
H 0.0 0.2 0.0
H 0.0 -0.1 0.2
H -0.2 0.0 0.1
H 0.0 0.1 -0.2
H 0.2 -0.1 0.0
H -0.3 0.0 0.2
H 0.1 0.2 0.0
H -0.1 0.1 -0.3
H -0.3 0.0 0.2
H 0.1 -0.3 0.0
H 0.2 0.2 0.2
H 0.0 -0.1 0.2
H 0.0 -0.2 -0.3
H 0.2 0.3 -0.1
H 0.1 -0.2 0.1
H 0.1 0.3 0.0
H -0.3 0.1 0.0
H 0.3 -0.1 0.0
H -0.4 0.0 0.1
H 0.0 0.0 -0.3
C -0.2 -0.2 0.4
C 0.0 1.3 0.2
C 1.5 -0.3 -0.9
C 0.0 0.5 0.2
C -0.4 -2.0 -0.5
C -1.1 0.6 1.3
S 0.7 0.3 0.0
H -1.1 1.2 -0.1
H -0.1 0.1 0.2
H -0.2 -0.3 0.0
H 0.1 -0.2 -0.2
H 0.2 0.1 -0.2
H 0.0 0.3 0.1
S 0.3 -0.6 0.4
C 2.0 -2.1 1.1
N -2.0 0.8 -0.3
C 0.3 -0.4 0.3
C 0.4 0.1 -0.3
C 0.3 -0.7 0.3
N -1.0 1.9 -0.3
H 0.4 -0.3 -0.1
H 0.1 0.2 -0.1
H -0.1 -0.1 0.0
H -0.1 0.1 -0.1
H 0.0 0.0 0.2
H -0.1 0.2 -0.2
H -0.1 0.1 0.2
H 0.3 -0.2 0.2

---

Entry from the OMol25 dataset: a gas-phase ion, C5H6NO2 (charge -1) (ωB97M-V/def2-TZVPD).

Properties
Charge = -1
HOMO-LUMO gap (spin up / spin down) = 6.70 / 6.70 eV
Calculated total energy = -399.10698 hartree
LUMO energy (spin up / spin down) = 0.146 / 0.146 Ha
Relative energy (zero: lowest compared OMol25 entry of this formula, charge and spin) = 6.715 eV

Last column: natural (NBO) charge in e.
CARTESIAN COORDINATES (ANGSTROEM)
C: -1.381 -0.330 -0.570  -0.301
C: -1.236 -0.414 -1.933  -0.026
C: 0.978 0.171 -2.213  -0.014
C: -0.248 -0.237 0.279  0.001
C: 1.078 0.145 2.213  -0.403
N: 0.049 0.542 1.267  -0.045
O: -0.482 1.681 1.712  -0.731
O: -0.120 -0.321 -2.700  -0.455
H: -2.188 -0.808 -0.024  0.215
H: -2.022 -0.739 -2.484  0.149
H: 1.661 0.083 -3.093  0.040
H: 1.567 1.122 2.563  0.206
H: 0.621 -0.303 3.220  0.169
H: 1.725 -0.593 1.764  0.197

Atomic forces in eV per Å
C 3.0 -0.1 -0.3
C -0.7 0.2 2.4
C 0.4 0.7 0.1
C 0.1 0.5 0.8
C 0.0 0.5 2.5
N -0.4 -0.5 0.3
O -0.7 0.1 -0.7
O 0.3 0.3 0.1
H -0.8 0.4 -0.5
H -2.1 -0.9 -1.8
H 0.2 -0.4 0.1
H -0.3 -1.6 -0.7
H 0.6 0.8 -2.2
H 0.4 0.0 0.0

---

Entry from the OMol25 dataset: a molecular structure, C5H10GaO5 (ωB97M-V/def2-TZVPD).

Properties
Charge = +2
HOMO-LUMO gap (spin up / spin down) = 7.62 / 7.48 eV
Calculated total energy = -2496.67788 hartree
LUMO energy (spin up / spin down) = -0.371 / -0.376 Ha
2S+1 = 2
Relative energy (zero: lowest compared OMol25 entry of this formula, charge and spin) = 1.196 eV

Last column: Mulliken spin population.
CARTESIAN COORDINATES (ANGSTROEM)
C: 2.786 1.413 0.478  0.001
C: 1.582 0.588 0.832  0.000
O: 0.558 0.802 -0.168  -0.002
C: -0.581 0.177 -0.023  -0.003
O: -0.814 -0.581 0.969  0.038
O: -1.453 0.285 -0.939  0.053
O: 3.704 1.326 1.514  0.000
Ga: -2.288 -0.833 0.166  0.912
H: 2.509 2.456 0.259  0.000
H: 1.176 0.890 1.806  0.000
H: 1.839 -0.478 0.861  0.000
H: 4.354 2.056 1.458  0.000
H: 3.331 1.120 -0.718  0.000
C: 4.124 0.786 -2.287  0.000
C: 3.544 1.469 -3.477  0.000
O: 2.238 0.958 -3.725  0.000
H: 5.142 1.083 -2.026  0.000
H: 4.026 -0.304 -2.276  0.000
H: 4.176 1.297 -4.369  0.000
H: 3.507 2.560 -3.316  0.000
H: 1.869 1.373 -4.510  0.000

Atomic forces in eV per Å
C 1.3 1.5 0.3
C 0.0 -1.1 0.0
O -0.8 -0.3 -0.1
C 5.0 2.8 -1.4
O 3.9 0.3 2.9
O 0.8 1.5 -1.3
O -0.6 0.0 -1.7
Ga -8.9 -4.2 -0.5
H 0.1 -0.3 -0.2
H 0.4 0.1 -0.1
H -0.1 0.2 0.1
H -0.4 -0.4 0.2
H -0.4 -0.2 0.5
C 1.2 -0.6 -1.9
C -2.2 0.3 1.4
O 0.8 0.0 0.4
H -0.4 0.4 0.6
H -0.7 0.2 0.7
H 0.7 -0.2 0.5
H 0.2 -0.1 -0.2
H 0.0 0.1 -0.2

---

Entry from the OMol25 dataset: 5 unconnected molecules or ions with the total composition C33H29O13 (ωB97M-V/def2-TZVPD).

Properties
Charge = -1
HOMO-LUMO gap = 5.03 eV
Calculated total energy = -2252.94404 hartree
LUMO energy = -0.007 Ha

Last column: Löwdin charge in e.
CARTESIAN COORDINATES (ANGSTROEM)
C: -3.503 0.745 -2.737  -0.110
C: -2.246 1.103 -3.614  -0.217
C: -1.181 -0.022 -3.394  -0.175
C: 0.284 0.517 -3.258  -0.265
C: 0.648 1.323 -4.529  -0.062
C: 0.562 1.257 -1.916  -0.226
C: 0.428 2.812 -1.834  -0.644
O: -0.211 3.258 -0.844  -0.054
O: 0.947 3.582 -2.670  -0.029
C: 0.082 0.528 -0.635  -0.047
O: 1.112 -0.423 -0.308  -0.037
C: 2.264 -0.107 -0.981  -0.523
O: 3.314 -0.686 -0.904  0.116
O: 1.996 0.991 -1.724  0.081
H: -4.441 1.131 -3.171  0.060
H: -3.385 1.098 -1.696  0.071
H: -3.559 -0.362 -2.737  0.062
H: -1.854 2.097 -3.353  0.087
H: -2.582 1.040 -4.663  0.104
H: -1.450 -0.619 -2.502  0.087
H: -1.147 -0.750 -4.231  0.112
H: 0.926 -0.390 -3.268  0.147
H: 1.739 1.505 -4.523  0.087
H: 0.458 0.738 -5.454  0.079
H: 0.111 2.284 -4.576  0.070
H: 0.050 1.146 0.281  0.136
H: -0.922 0.075 -0.648  0.126
C: -0.903 6.460 -3.192  0.035
C: -1.580 5.360 -3.511  0.034
C: -2.557 5.353 -4.623  -0.378
O: -3.180 4.352 -4.917  0.093
C: -2.752 6.620 -5.372  0.009
C: -2.075 7.720 -5.053  0.008
C: -1.095 7.724 -3.937  -0.389
O: -0.478 8.732 -3.652  0.086
H: -0.186 6.478 -2.382  0.129
H: -1.446 4.428 -2.973  0.097
H: -3.469 6.597 -6.183  0.114
H: -2.203 8.654 -5.587  0.114
C: 1.055 -2.691 2.813  0.023
C: 1.225 -3.619 3.752  -0.007
C: 1.050 -5.057 3.451  -0.408
O: 1.202 -5.906 4.311  0.074
C: 0.680 -5.425 2.065  0.014
C: 0.510 -4.498 1.125  0.036
C: 0.684 -3.056 1.425  -0.339
O: 0.530 -2.206 0.573  0.120
H: 1.178 -1.634 3.016  0.133
H: 1.496 -3.369 4.770  0.124
H: 0.556 -6.482 1.865  0.117
H: 0.238 -4.749 0.107  0.122
C: -2.162 -4.357 4.836  0.026
C: -3.170 -5.098 4.383  0.026
C: -4.506 -4.506 4.131  -0.388
O: -5.427 -5.181 3.720  0.100
C: -4.674 -3.057 4.401  0.019
C: -3.665 -2.317 4.854  0.023
C: -2.329 -2.909 5.106  -0.380
O: -1.409 -2.234 5.518  0.106
H: -1.180 -4.773 5.026  0.108
H: -3.065 -6.156 4.179  0.123
H: -5.656 -2.643 4.211  0.121
H: -3.770 -1.258 5.057  0.123
C: 6.253 -0.914 4.140  0.013
C: 5.605 -1.998 3.723  0.017
C: 4.640 -1.932 2.598  -0.370
O: 4.049 -2.924 2.222  0.103
C: 4.427 -0.613 1.954  0.040
C: 5.078 0.471 2.373  0.033
C: 6.041 0.406 3.496  -0.391
O: 6.638 1.392 3.879  0.094
H: 6.960 -0.942 4.960  0.117
H: 5.747 -2.970 4.180  0.118
H: 3.720 -0.584 1.132  0.093
H: 4.936 1.442 1.915  0.127

Atomic forces in eV per Å
C 0.5 -0.1 -0.5
C -0.8 -1.4 0.5
C 0.7 0.5 0.2
C -1.3 -0.4 -0.6
C 0.6 -0.1 0.1
C 1.3 -1.0 0.5
C -0.7 2.3 0.8
O -0.4 -1.1 0.1
O 0.3 -1.4 -0.7
C -0.5 0.7 1.3
O 2.0 1.3 -2.1
C -2.4 1.3 -0.2
O -0.4 0.2 0.0
O 1.8 0.0 -0.3
H 0.4 0.0 0.3
H -0.1 -0.2 -0.5
H -0.3 0.5 0.2
H -0.2 -0.3 -0.3
H 0.3 0.6 0.3
H 0.2 0.3 -0.4
H -0.3 0.5 0.3
H -0.2 0.5 0.3
H -0.6 0.3 0.0
H -0.2 0.1 0.6
H 0.4 -0.4 0.0
H 0.0 0.5 -1.0
H 0.6 -0.3 -0.4
C 0.0 0.0 0.0
C -0.1 -0.1 0.1
C 0.1 -0.1 0.1
O 0.0 0.1 -0.1
C 0.0 0.1 -0.1
C -0.1 0.0 -0.1
C 0.1 -0.1 0.2
O -0.1 0.0 -0.1
H 0.0 -0.1 0.0
H 0.1 0.1 0.1
H 0.0 0.0 0.0
H 0.0 0.0 0.0
C -0.1 -0.1 0.2
C 0.0 0.1 0.0
C 0.2 0.0 0.0
O -0.1 0.0 0.0
C -0.1 0.0 -0.1
C 0.1 -0.2 0.1
C 0.1 0.1 -0.3
O -1.2 -2.5 1.6
H 0.0 0.0 -0.1
H 0.0 0.0 0.0
H 0.0 0.0 0.0
H 0.0 0.1 0.0
C 0.0 -0.1 0.0
C 0.1 0.0 0.0
C -0.1 -0.1 -0.1
O 0.0 0.0 0.0
C 0.0 0.1 0.0
C -0.1 0.0 0.0
C 0.1 0.1 0.0
O -0.1 0.0 0.0
H 0.0 0.0 0.0
H 0.0 0.0 0.0
H 0.0 0.0 0.0
H 0.1 0.0 0.0
C 0.0 -0.1 0.0
C 0.1 0.0 0.1
C 0.0 0.0 -0.2
O 0.0 0.0 0.1
C -0.2 0.1 0.0
C 0.0 -0.1 0.0
C 0.0 0.2 -0.1
O 0.0 -0.1 0.1
H 0.0 0.0 0.0
H 0.0 0.0 0.0
H 0.1 -0.1 0.0
H 0.0 0.0 0.0

---

Entry from the OMol25 dataset: a molecular structure, C5H7N3O (ωB97M-V/def2-TZVPD).

Properties
HOMO-LUMO gap = 9.80 eV
Calculated total energy = -433.97839 hartree
LUMO energy = 0.020 Ha
Relative energy (zero: lowest compared OMol25 entry of this formula, charge and spin) = 7.236 eV

Last column: natural (NBO) charge in e.
CARTESIAN COORDINATES (ANGSTROEM)
C: 1.037 -0.955 1.000  -0.691
C: 1.132 -0.709 -0.417  -0.034
C: 0.737 0.646 -1.101  -0.170
C: 0.491 1.717 -0.175  0.015
C: -1.599 -0.174 -0.262  0.659
H: 0.981 0.115 1.506  0.244
H: 2.022 -1.685 1.370  0.242
H: -0.042 -1.501 1.582  0.270
H: 1.733 -1.299 -1.212  0.247
H: 0.719 1.133 -2.212  0.258
H: 1.465 2.055 0.365  0.220
H: -3.432 -0.821 -0.027  0.368
N: -0.582 1.813 0.558  -0.096
N: -2.456 -1.109 -0.223  -0.688
N: -0.340 -0.382 -0.940  -0.464
O: -1.865 1.156 0.188  -0.379

Atomic forces in eV per Å
C 0.8 -1.1 5.6
C -2.8 0.2 -4.7
C -3.3 0.1 -1.6
C 0.0 -0.5 3.8
C 0.3 -0.1 -0.3
H 0.6 -2.4 -0.4
H -2.9 2.5 -0.7
H 3.3 1.4 -2.6
H -1.3 0.3 2.0
H 1.2 -2.0 2.2
H -2.0 0.5 -0.9
H 1.1 0.1 0.5
N 0.2 1.3 -0.5
N 0.2 1.0 -0.4
N 1.6 0.1 -0.9
O 3.1 -1.2 -0.9

---

Entry from the OMol25 dataset: 2 unconnected molecules or ions with the total composition C4H14N2O (ωB97M-V/def2-TZVPD).

Properties
HOMO-LUMO gap = 9.24 eV
Calculated total energy = -345.44697 hartree
LUMO energy = 0.030 Ha
Relative energy (zero: lowest compared OMol25 entry of this formula, charge and spin) = 3.516 eV

Last column: natural (NBO) charge in e.
CARTESIAN COORDINATES (ANGSTROEM)
C: 0.349 1.703 -2.961  -0.433
N: 0.684 1.686 -1.539  -0.634
C: 1.323 0.420 -1.046  -0.226
C: 0.554 -0.462 0.120  -0.236
N: 0.991 0.096 1.399  -0.634
C: -0.004 -0.132 2.445  -0.422
H: 0.022 0.736 -3.446  0.199
H: -0.468 2.498 -3.036  0.202
H: 1.160 1.902 -3.728  0.172
H: 1.412 2.394 -1.365  0.360
H: 2.169 0.826 -0.481  0.188
H: 1.551 -0.393 -1.831  0.171
H: 0.792 -1.607 -0.026  0.150
H: -0.461 -0.371 -0.237  0.203
H: 1.844 -0.366 1.513  0.357
H: 0.381 0.489 3.183  0.196
H: 0.093 -1.211 2.778  0.168
H: -1.099 0.193 2.362  0.218
O: -3.488 -2.574 2.205  -0.922
H: -3.419 -2.930 1.316  0.461
H: -4.385 -2.898 2.376  0.462

Atomic forces in eV per Å
C -0.9 0.5 -1.6
N 1.1 -1.5 0.0
C -0.2 -1.6 0.8
C 1.7 0.2 -2.9
N -3.8 0.5 -2.5
C 0.1 -1.7 0.5
H -0.4 0.7 1.4
H 1.0 -1.2 -0.6
H -0.2 0.5 1.2
H -0.9 -0.3 -0.3
H 0.5 -0.9 -0.5
H 0.1 1.8 0.6
H -0.1 1.9 0.3
H -0.8 0.3 1.1
H 1.4 -0.6 1.3
H 0.3 0.8 2.2
H -0.8 1.0 0.0
H 1.8 -0.6 -1.0
O -0.8 -0.5 -0.3
H 0.7 0.2 -0.4
H 0.1 0.3 0.6

---

Entry from the OMol25 dataset: 3 unconnected molecules or ions with the total composition C3H2Cl3F4N3 (ωB97M-V/def2-TZVPD).

Properties
HOMO-LUMO gap = 9.94 eV
Calculated total energy = -2059.62851 hartree
LUMO energy = -0.021 Ha

Last column: natural (NBO) charge in e.
CARTESIAN COORDINATES (ANGSTROEM)
F: 2.187 1.657 0.254  -0.198
N: 1.048 1.139 0.747  -0.168
C: -0.007 1.825 1.066  0.688
F: -0.068 3.136 0.883  -0.286
N: -1.157 1.225 1.518  -0.498
C: -1.111 -0.042 1.650  0.104
Cl: -2.371 -0.888 2.233  0.130
H: -0.232 -0.574 1.355  0.217
F: 0.082 -2.491 -0.897  -0.202
N: -0.951 -1.622 -0.693  -0.109
C: -1.168 -0.799 -1.613  0.526
F: -2.172 0.032 -1.526  -0.265
Cl: -0.279 -0.619 -3.053  0.062
Cl: 3.597 -1.014 -1.377  -0.277
H: 2.602 -0.965 -0.547  0.275

Atomic forces in eV per Å
F 0.0 1.6 -0.2
N -2.3 -1.6 1.1
C 3.0 0.1 -1.7
F -0.3 -0.2 0.3
N -0.3 0.0 0.4
C 1.3 1.8 -0.6
Cl -1.7 -1.1 0.8
H 0.3 -0.6 0.2
F 0.3 0.3 -0.5
N -1.1 -0.2 1.1
C 0.9 -0.1 -1.4
F -0.1 -0.1 0.5
Cl 0.0 -0.1 0.1
Cl -0.4 0.0 0.3
H 0.4 0.0 -0.3

---

Entry from the OMol25 dataset: a single CH3IS molecule (ωB97M-V/def2-TZVPD).

Properties
HOMO-LUMO gap = 9.61 eV
Calculated total energy = -735.75140 hartree
LUMO energy = 0.008 Ha
Relative energy (zero: lowest compared OMol25 entry of this formula, charge and spin) = 0.100 eV

Last column: natural (NBO) charge in e.
CARTESIAN COORDINATES (ANGSTROEM)
S: -1.068 1.089 -0.198  -0.030
C: 0.104 -0.415 -0.205  -0.728
I: 2.175 -0.124 -0.076  0.133
H: -0.955 1.492 1.076  0.129
H: -0.314 -1.141 0.638  0.249
H: 0.058 -0.901 -1.234  0.246

Atomic forces in eV per Å
S 1.0 -1.1 -0.5
C -2.3 -1.1 0.5
I 0.4 0.3 0.4
H 0.3 -0.3 0.0
H 1.3 1.5 -2.0
H -0.7 0.7 1.5